Computed, not measured: 12 unconnected molecules or ions with the total composition C45H105N9O18, with wB97M-V/def2-TZVPD.

The geometry in XYZ format:
```
177
Properties=species:S:1:pos:R:3:forces:R:3
C 30.406391 3.101960 1.453278 -0.4819 0.6084 0.7628
O 31.605604 2.440338 1.804248 -0.0736 -0.6380 -0.2388
C 32.526426 2.278626 0.750277 0.0820 0.0700 -0.0778
C 33.535624 3.430996 0.701895 -0.6074 0.1881 -0.2845
O 33.878440 3.628638 -0.668287 0.3451 -0.0963 0.3658
C 34.659645 4.774755 -0.943532 0.3444 -0.2623 -0.5796
C 36.045950 4.762885 -0.318720 -0.4625 -0.4773 -0.1678
O 35.955424 5.152968 1.034139 0.1806 -0.0396 -0.0630
C 37.210213 5.160564 1.659854 0.4514 0.6504 0.5361
H 29.952595 2.834746 0.494273 0.4898 -0.1262 -0.2150
H 30.541451 4.186181 1.532092 -0.0825 0.0605 -0.3488
H 29.646893 2.858853 2.199706 0.1902 -0.0987 0.0824
H 32.015246 2.209741 -0.217415 -0.0515 0.1893 -0.0052
H 33.030849 1.318397 0.882547 0.0487 0.0693 0.1714
H 34.398055 3.253804 1.345057 0.1068 -0.0578 -0.1649
H 33.047889 4.344118 1.068423 -0.0314 -0.0438 0.1357
H 34.122549 5.703748 -0.722471 -0.0063 -0.0067 0.2962
H 34.786544 4.742309 -2.028351 0.0546 0.1373 0.0039
H 36.739817 5.380350 -0.901440 -0.0983 0.3541 0.1683
H 36.431642 3.737219 -0.406309 0.0068 -0.0497 0.1451
H 37.092696 5.466739 2.701240 -0.2836 -0.0955 -0.0596
H 37.862661 5.922226 1.211262 0.0682 -0.2042 -0.1737
H 37.727979 4.195923 1.671012 -0.1723 -0.1127 -0.2874
C 20.133685 7.474517 -1.357574 0.8356 -0.2869 0.4389
O 19.459247 6.295529 -0.983425 -0.5340 -0.1094 0.3642
C 19.246080 5.421725 -2.046442 0.7425 0.0558 -1.5182
C 18.709824 4.081462 -1.645530 -0.7529 -0.2502 0.6761
O 19.571219 3.398743 -0.762729 0.2013 0.3358 0.3290
C 18.932791 2.715508 0.332009 1.2963 0.2292 -1.3444
C 20.024289 2.172140 1.259142 -0.9195 0.2670 0.1823
O 20.827726 3.133278 1.900202 -0.0369 0.1195 0.0264
C 21.657409 3.907790 1.064452 0.2364 1.0236 0.0883
H 19.688872 7.993328 -2.209493 -0.1701 0.0023 0.0406
H 21.182364 7.235836 -1.579176 -0.0849 0.0229 -0.3185
H 20.169033 8.106057 -0.471443 -0.3154 0.1899 -0.1167
H 20.172719 5.271375 -2.632567 0.1354 -0.0175 0.4047
H 18.565068 5.852247 -2.803214 -0.2243 0.0327 0.2798
H 18.548805 3.476510 -2.546266 0.0403 0.0981 -0.0999
H 17.723038 4.207952 -1.175834 0.0820 0.0470 0.0160
H 18.414890 1.900752 -0.189162 -0.4688 -0.2332 0.8867
H 18.280222 3.386867 0.894980 -0.1650 -0.0145 -0.1551
H 20.634254 1.416397 0.753631 -0.0115 -0.0262 -0.0268
H 19.434438 1.744827 2.077784 0.3970 -0.4795 -0.0612
H 22.304136 3.302734 0.425021 -0.1233 -0.0963 -0.1141
H 22.292066 4.552517 1.681137 0.0743 -0.4925 0.3894
H 21.096700 4.638813 0.483210 -0.1336 -0.3560 -0.3639
C 30.554288 14.071489 -8.710076 0.1588 -0.2416 -0.1566
O 30.140981 13.265776 -7.630773 0.1504 0.2233 0.1010
C 28.824152 13.517141 -7.224617 -0.7625 -0.5944 0.3709
C 28.632045 13.009204 -5.796202 0.8431 0.3403 -0.1745
O 28.597827 11.608750 -5.660416 -0.1590 -0.0747 -0.1732
C 27.370733 11.017767 -6.020592 -0.4364 -0.3760 -0.0645
C 26.373308 10.944990 -4.865291 0.0125 0.7359 -0.6969
O 26.714926 10.110040 -3.792188 0.2905 0.0315 -0.1704
C 26.859361 8.759631 -4.182254 -0.3625 -0.4658 0.3611
H 30.563167 15.128448 -8.423466 -0.0536 0.0142 -0.1285
H 29.932849 13.917114 -9.601112 -0.1327 0.1279 0.1097
H 31.563360 13.757175 -8.975999 0.0095 0.0868 0.1124
H 28.126313 13.003416 -7.900651 -0.0460 0.1242 -0.0795
H 28.543942 14.577676 -7.208449 0.3515 0.1426 -0.2001
H 27.776328 13.507093 -5.328690 -0.1340 -0.1289 -0.0308
H 29.541763 13.321767 -5.275926 -0.1834 0.0419 0.2122
H 27.595294 10.038683 -6.445581 0.0325 -0.0704 0.1616
H 26.835862 11.540188 -6.825239 0.2636 0.2753 0.0090
H 25.389060 10.715497 -5.300504 0.0134 -0.4132 0.1376
H 26.272025 11.972613 -4.502889 0.0584 -0.1627 0.4234
H 27.113360 8.202677 -3.283367 0.0178 0.0239 0.0086
H 27.635342 8.556644 -4.922855 0.0515 0.3099 -0.0413
H 25.912862 8.361113 -4.566359 0.0337 -0.0146 -0.0996
C 25.194535 4.389582 4.849655 -0.2665 0.1479 -0.2323
O 25.315977 4.839289 5.969728 0.3318 -0.0705 0.0788
N 25.306122 3.098740 4.476922 0.0378 -0.3207 -0.2161
C 24.955706 2.663444 3.131562 0.4389 -0.6009 0.6078
C 26.017445 2.110537 5.254905 -0.6717 -0.1897 0.6415
H 24.960272 5.025196 3.975511 -0.2110 0.0677 0.1186
H 25.881805 2.431736 2.604377 -0.1820 0.3370 -0.4656
H 24.317874 3.389695 2.639614 0.2353 0.1238 -0.1829
H 24.408358 1.718454 3.210628 -0.2065 0.1278 0.0521
H 26.201112 2.469471 6.265577 0.2898 0.3421 -0.1948
H 25.389806 1.226114 5.410371 0.0414 -0.0595 -0.2965
H 26.933485 1.811243 4.744714 0.1117 0.0418 0.0797
C 27.287273 4.874138 0.395269 -0.3767 0.1250 -0.4841
O 26.967465 4.108915 1.286975 0.1663 -0.0292 0.0116
N 26.403300 5.510731 -0.412705 0.2785 -0.0780 0.6117
C 24.967516 5.322793 -0.319214 0.1368 0.1279 0.2187
C 26.858795 6.486800 -1.373471 -0.1163 -1.2187 -1.5861
H 28.309984 5.097056 0.071054 0.1653 -0.0581 0.4991
H 24.609342 6.116507 0.340141 -0.6306 0.0416 -0.3658
H 24.647310 4.385884 0.128890 0.5996 -0.1038 0.2218
H 24.538760 5.311355 -1.321567 -0.1924 0.5274 0.0653
H 27.897829 6.792167 -1.267276 -0.0927 0.1710 0.6433
H 26.864518 5.961142 -2.342185 -0.0513 0.3335 -0.1386
H 26.167133 7.319463 -1.507071 0.0799 0.1766 0.5284
C 29.844295 3.751628 -2.699734 0.1995 0.1164 0.4618
O 28.902822 3.958411 -1.950823 -0.2973 -0.1394 -0.2712
N 31.040085 4.352021 -2.557707 0.0810 0.5358 -0.5755
C 32.162382 4.033516 -3.421923 0.2865 -1.0459 0.0182
C 31.252622 5.291209 -1.467790 -0.2898 0.0209 -0.3675
H 29.814417 3.029335 -3.529065 -0.1152 0.0407 -0.0794
H 32.744753 3.231290 -2.958393 0.2153 0.1637 -0.0310
H 32.833202 4.866089 -3.617002 -0.1925 0.2392 0.2554
H 31.847350 3.648178 -4.393894 -0.3338 0.1199 0.0844
H 30.289822 5.694870 -1.158220 -0.0117 -0.2240 0.2074
H 31.752007 4.784917 -0.648847 0.0033 0.2007 0.2175
H 31.836020 6.131028 -1.836390 0.2966 -0.1607 0.0423
C 23.931220 10.245985 -1.587037 0.2126 -0.2041 -0.0273
O 22.810720 10.162784 -2.056224 -0.0158 -0.0073 -0.0517
N 24.345327 9.683669 -0.433758 -0.1644 -0.3765 0.3357
C 25.655405 9.960638 0.097709 0.9843 0.1890 -0.4982
C 23.447266 8.958580 0.460248 0.0732 0.6857 -0.1348
H 24.768940 10.756717 -2.092348 -0.1348 0.0935 -0.0923
H 26.027742 9.121471 0.686002 -0.2647 0.0197 0.1855
H 25.716277 10.888804 0.674434 -0.2388 -0.1635 0.2406
H 26.391586 10.068291 -0.707703 -0.2498 0.0461 -0.1290
H 23.900413 8.007291 0.726311 -0.1011 -0.0562 0.0474
H 23.313730 9.568216 1.357910 -0.1097 -0.2099 0.1256
H 22.481787 8.818243 -0.015320 0.0570 -0.0643 -0.0976
C 25.213960 4.854115 -6.625263 0.4592 -0.3512 -0.2804
O 25.635166 5.998083 -6.599844 -0.3402 0.1428 0.2739
N 25.524839 3.865266 -5.760452 -0.3997 0.5200 -0.2054
C 25.093773 2.508928 -6.013994 0.4219 -0.1888 0.0522
C 26.183546 4.180241 -4.511454 0.2635 -0.1451 0.2421
H 24.563614 4.482944 -7.435990 -0.0065 0.1068 -0.0691
H 24.744475 2.382711 -7.037863 -0.2876 0.3103 0.0562
H 24.327641 2.214550 -5.295990 -0.0443 -0.1499 -0.0910
H 25.953016 1.838424 -5.940674 -0.0750 -0.0349 0.3442
H 27.164356 3.705227 -4.451786 0.0027 0.0350 0.0196
H 26.284128 5.259099 -4.432943 0.0555 0.0141 -0.1345
H 25.607211 3.831139 -3.650634 -0.1150 -0.0725 -0.1274
C 32.664115 7.379201 -4.114039 0.1557 0.1231 0.7999
O 33.855896 7.235889 -3.912563 -0.0966 -0.1481 -0.1947
N 31.834613 8.095587 -3.318955 -0.0550 -0.7620 -1.0545
C 30.435324 8.225132 -3.714442 0.1300 1.0844 1.4044
C 32.271660 8.702954 -2.088589 -1.0711 0.4626 0.2438
H 32.097812 6.884437 -4.917763 0.2616 0.0663 -0.2830
H 30.245178 9.295077 -3.855699 -0.2288 -0.1172 -0.4295
H 29.799392 7.950720 -2.864949 -0.0573 -0.3288 -0.1548
H 30.166873 7.649171 -4.590743 0.2071 -0.0796 -0.0829
H 31.770259 9.674087 -2.015010 0.3944 0.1994 -0.0653
H 31.869273 8.154845 -1.229754 0.1845 -0.2237 -0.0154
H 33.347185 8.799711 -2.005769 0.0675 -0.0829 -0.2660
C 25.405276 0.999460 -2.941386 0.5358 0.0065 0.6676
O 26.564404 1.124132 -3.298600 -0.2293 0.0137 -0.4770
N 24.999937 1.231475 -1.674860 0.2222 0.7178 -1.1378
C 23.651143 0.956144 -1.263906 -0.2241 -0.5374 0.1761
C 25.927103 1.834211 -0.723140 -0.9444 -1.4901 1.3902
H 24.587737 0.681323 -3.605186 0.0077 -0.1385 -0.0706
H 23.648289 0.231749 -0.440764 -0.0001 0.2390 0.1451
H 23.108451 0.454553 -2.066375 0.0748 0.1762 -0.1473
H 23.090662 1.846681 -0.976632 0.1142 0.0638 0.0440
H 25.319299 2.433816 -0.046614 0.2994 0.4640 -0.1680
H 26.237641 0.998545 -0.078619 0.4977 0.2455 0.0163
H 26.804933 2.336180 -1.107872 -0.2358 0.1177 -0.4978
C 23.234143 6.925728 -3.583969 -0.1586 0.0758 -0.2014
O 23.033955 5.828574 -3.089147 0.1258 -0.0937 0.0784
N 22.780154 7.319864 -4.790480 -0.6879 0.0215 0.5078
C 22.053499 6.395246 -5.641501 0.9787 -0.1170 -0.2151
C 23.051374 8.636401 -5.318428 0.2243 0.4052 0.6156
H 23.812390 7.712758 -3.073317 -0.0188 0.0148 0.0318
H 21.931389 5.442103 -5.135377 -0.0220 0.0697 0.1476
H 22.727543 6.244496 -6.492847 -0.5105 -0.1766 -0.3180
H 21.085132 6.777102 -5.959872 0.0381 0.1658 0.0133
H 22.157759 9.102064 -5.736692 0.0148 -0.3812 -0.4440
H 23.285421 9.328570 -4.503311 0.2992 -0.2774 0.0962
H 23.892336 8.581540 -6.013032 -0.2201 0.2335 -0.2923
C 30.020648 7.866172 1.567257 -0.0265 -0.3218 -0.2524
O 29.701134 6.701293 1.702864 -0.1473 0.1235 -0.0122
N 31.290812 8.303431 1.463600 0.5939 0.3229 -0.0946
C 31.624059 9.703303 1.264672 -0.1649 -0.2666 -0.6521
C 32.407830 7.374048 1.495166 -0.5487 -0.4718 0.5971
H 29.281160 8.677454 1.466313 -0.0273 0.0634 0.1154
H 32.378135 9.780588 0.478208 0.1963 -0.0572 0.1573
H 32.007634 10.177754 2.165871 -0.1067 0.0792 0.0724
H 30.765163 10.228013 0.844422 -0.1284 0.1223 0.4259
H 32.037951 6.397065 1.805787 -0.1352 0.0302 -0.1381
H 32.853596 7.266071 0.508087 0.2953 0.1609 0.0457
H 33.121351 7.664194 2.266294 0.2508 0.2194 -0.2865
```
Forces are in eV/Å.

## Properties
Gap between HOMO and LUMO: 0.324 Eh
E_tot: -98628.808 eV
SMILES string: COCCOCCOC.COCCOCCOC.COCCOCCOC.CN(C)C=O.CN(C)C=O.CN(C)C=O.CN(C)C=O.CN(C)C=O.CN(C)C=O.CN(C)C=O.CN(C)C=O.CN(C)C=O